Entry P
Density functional theory data (ωB97M-V/def2-TZVPD) for a 2-piece molecular cluster, C11H15N overall.

XYZ file:
```
27
Properties=species:S:1:pos:R:3:lowdin_spin:R:1
H -2.72680 -2.18451 -2.06262 -0.0022
C 1.14177 0.32593 -1.82409 0.0364
C -1.82818 -1.93829 -1.49270 0.0518
H 1.98608 1.52726 -3.44142 0.0015
H 0.18369 -3.06227 0.99824 0.0192
C 0.21065 -0.63126 -1.47380 0.0625
H 2.69114 -1.57735 0.21753 0.0013
H 0.31844 2.85620 2.93893 0.0014
H 3.30791 0.46632 -1.07072 0.0306
C 1.06691 1.43057 -2.85273 -0.0002
C 0.70373 -1.42963 -0.42456 0.0066
N 1.99704 -1.00883 -0.21445 0.0282
C -0.53738 2.19463 2.66600 0.0114
C -1.16440 -0.80712 -1.90065 0.2010
H -0.63555 0.22725 3.77697 0.0025
C -0.09705 -2.43446 0.15886 0.1715
H -1.98834 -3.56391 -0.22036 0.0121
H 0.40798 1.10183 -3.65922 0.0002
H -0.11676 1.86529 1.71169 0.0028
H -1.53296 -0.18620 -2.71670 0.0224
C -1.36546 -2.71918 -0.44887 0.1483
H -0.74693 1.66519 4.73415 0.0002
C 2.30364 0.08792 -1.10515 0.1808
C -1.02562 1.25998 3.76770 0.0051
H 0.85829 2.37431 -2.32432 0.0034
H -2.10954 1.20473 3.74009 0.0005
H -1.30231 2.95562 2.52218 0.0009
```

Values from the calculation:
* net charge: -1
* lowest unoccupied orbital energy (spin up / spin down): 3.745 / 3.644 eV
* ⟨S²⟩: 0.7715
* 2S+1: 2
* HOMO (spin up / spin down): 0.613 / -2.748 eV
* gap between HOMO and LUMO (spin up / spin down): 3.1323 / 6.3924 eV

Entry Q
Density functional theory data (ωB97M-V/def2-TZVPD) for a 2-piece molecular cluster, C11H15N overall.

XYZ file:
```
27
Properties=species:S:1:pos:R:3:lowdin_spin:R:1
C 1.13706 0.77126 3.95913 -0.0019
H 0.74948 0.25632 4.84495 -0.0001
C -0.68780 1.03635 2.24000 0.1365
C 0.48804 0.44093 2.65251 0.0285
C -0.08192 -1.31613 -0.47904 0.2087
C 1.99642 -1.35987 1.48107 0.2248
H 2.99072 -2.70630 0.11907 -0.0026
H 2.22676 0.65715 3.96513 0.0006
H -0.92946 2.16897 -4.58375 0.0003
H -0.40361 0.21061 -3.10721 0.0069
H -1.00675 -1.63073 -0.97518 0.0238
C 0.84928 -0.53118 1.67913 0.0607
H -1.30487 1.79389 2.69373 0.0227
H -1.62359 -0.31075 -4.27065 0.0006
C 2.07429 -2.16710 0.33085 0.0542
C -1.63988 1.81741 -3.84470 0.0064
H -2.68468 2.02224 -4.09388 0.0001
N -1.06738 0.42758 1.04903 0.0157
H -1.44495 2.44140 -2.97220 0.0036
H -2.16027 0.06368 -2.68547 0.0010
H 0.98800 1.84455 4.12700 0.0018
H 1.09228 -2.86511 -1.43386 0.0074
H 2.85471 -1.30969 2.14552 0.0252
H -1.84308 0.65470 0.45665 0.0028
C -0.17786 -0.56528 0.71433 0.0279
C -1.43119 0.36525 -3.43307 0.0096
C 1.04026 -2.21015 -0.57912 0.1348
```

Values from the calculation:
* net charge: -1
* lowest unoccupied orbital energy (spin up / spin down): 3.507 / 3.417 eV
* ⟨S²⟩: 0.7678
* 2S+1: 2
* HOMO (spin up / spin down): 0.590 / -2.724 eV
* gap between HOMO and LUMO (spin up / spin down): 2.9166 / 6.1412 eV

Most stable to least stable, the ends of the list are entry Q and entry P.

Entry P
Density functional theory data (ωB97M-V/def2-TZVPD) for an isolated molecule of C22H31N5O4.

XYZ file:
```
62
Properties=species:S:1:pos:R:3:lowdin_charge:R:1
H -3.26341 1.45843 0.31379 0.1109
H 7.58919 -0.58532 -0.92356 0.0971
C -0.97416 2.58249 0.49399 -0.0292
N -4.30911 -0.49166 -0.14567 0.1209
O 3.22506 1.24055 -1.40983 -0.0719
H 1.95636 2.42775 0.41130 0.1350
N 0.77489 0.78754 -0.00182 -0.1093
H 4.45438 1.11120 -3.08460 0.0886
H -3.64940 -3.85861 1.96878 0.0849
H -1.68790 3.17931 -0.07440 0.1231
H -3.53360 1.05272 3.20832 0.1238
H 2.70321 1.33121 -3.33407 0.0935
H 6.67378 -2.04247 -1.40909 0.0969
C 5.37412 -0.83416 0.77240 -0.0277
H -0.49920 -0.34426 1.27131 0.1114
O -2.23176 1.49447 -1.86308 0.0447
H -5.91130 -0.33482 -2.43965 0.0781
C 3.04024 0.65353 0.83875 -0.1408
H 0.23113 2.31596 -1.25204 0.1637
C 1.75901 1.44451 0.84351 -0.1178
C -3.54334 -0.79927 2.12541 -0.1033
H -2.50478 -1.01798 2.39811 0.1190
H -4.20095 -1.30633 2.84126 0.1301
C -4.86442 -0.61889 -2.53010 -0.0319
C 4.94744 -0.19783 -0.38659 -0.1852
C -1.70211 1.84745 1.60221 -0.5010
N -2.94928 1.44661 1.27538 0.0755
C -3.88835 -2.50606 -1.01747 -0.0039
C 0.28670 -0.46901 0.50979 -0.1410
H -1.97850 -0.91084 -1.87102 0.1287
H -4.76004 -1.33376 -3.34272 0.0757
C 6.84140 -0.98071 -1.61860 -0.0841
H -0.71685 -2.18917 -0.36778 0.1087
O 5.64602 -0.24474 -1.56909 -0.1116
H 1.39904 1.56722 1.87505 0.1270
H 2.93674 0.12121 2.90168 0.1142
C 3.46023 0.82409 -2.73484 -0.0673
H -2.01728 -3.29577 1.61480 0.0754
H 3.34070 -0.25656 -2.84363 0.0991
H -4.29189 0.28021 -2.75534 0.0632
C -4.37457 -1.20756 -1.25563 -0.3657
H 7.20747 -0.87081 -2.63871 0.0950
H 5.01640 -1.22094 2.83956 0.1019
O -1.22610 1.67356 2.71123 0.0445
C 4.65838 -0.72357 1.95127 -0.0850
H -3.82086 -3.31488 -1.71732 0.1051
N -1.25062 -0.44303 -1.34651 0.1176
C 3.75295 0.54609 -0.36107 -0.1499
H -0.23700 3.24007 0.95448 0.1188
H 0.56888 -1.47119 -1.36854 0.1218
N -3.79565 -1.28700 0.79421 -0.0959
C -0.25715 -1.24837 -0.68144 -0.1338
C -1.32756 0.89552 -1.30470 -0.4512
C -3.52572 -2.52272 0.31468 -0.2919
C 3.49844 0.02350 1.98487 -0.0523
H -4.82204 0.93148 1.96873 0.1198
H 1.12126 -1.01044 0.95853 0.1279
H 6.28324 -1.41344 0.76772 0.1002
C -0.25414 1.64817 -0.52485 -0.1947
C -3.77850 0.71348 2.19860 -0.1547
H -2.78863 -4.49169 0.56047 0.0829
C -2.96109 -3.60357 1.16243 -0.0237
```

Values from the calculation:
* structure (SMILES): COc1cccc(CN2CCNC(=O)[C@H]2CC(=O)NCCn2nc(C)cc2C)c1OC
* lowest unoccupied orbital energy: 0.667 eV
* HOMO: -8.171 eV
* gap between HOMO and LUMO: 8.8378 eV

Entry Q
Density functional theory data (ωB97M-V/def2-TZVPD) for an isolated molecule of C22H31N5O4.

XYZ file:
```
62
Properties=species:S:1:pos:R:3:lowdin_charge:R:1
H 5.31379 3.95310 0.41310 0.1217
H -7.18468 2.64329 1.02640 0.0713
C -5.98120 -0.39820 -0.07682 0.0035
H 0.84055 -1.93004 3.17267 0.0966
H -3.57030 -2.26414 -0.21747 0.0744
C -2.85322 1.21913 -0.78373 -0.1091
C 1.81106 -3.38501 -0.76903 -0.0174
C -3.92950 -1.65716 -1.04967 -0.0149
H 3.07793 4.59970 0.67320 0.1530
C 4.24393 -0.07278 0.37858 -0.1185
C -1.80518 0.77749 0.25488 -0.1496
H -8.21548 1.48751 0.16269 0.0740
H 1.06687 -0.18975 3.48459 0.0973
H 2.08795 0.95819 0.65908 0.1505
C -4.68578 -0.48158 -0.54322 -0.2691
H 4.79313 2.63311 1.48512 0.1190
N 3.26065 3.63049 0.45644 0.0893
C 3.41865 -1.28998 0.04117 -0.1417
H 3.16823 -3.61624 -2.39884 0.1034
H 4.54889 2.62413 -1.56557 0.1316
H 5.77142 1.71455 -0.65441 0.1216
H -7.65772 1.11617 1.79465 0.0736
H 4.14628 0.16664 1.44703 0.1264
N -4.16960 0.76709 -0.44369 -0.1291
H 0.05476 -0.72459 2.12021 0.0842
O 1.11704 3.43005 -0.13133 0.0391
C 2.93234 -3.05739 -1.50645 -0.0736
H -2.89219 2.30949 -0.83121 0.1274
C 2.30069 -1.63194 0.80924 -0.1505
C 3.72891 -2.00694 -1.10437 -0.0487
H -0.16343 2.09655 -0.06537 0.1054
O -0.13736 -0.77395 -1.32996 0.0589
H -4.58154 -2.28083 -1.65822 0.0845
H 5.29380 -0.28152 0.16013 0.1264
H -1.84252 -0.31078 0.35791 0.1066
C 4.61010 3.12569 0.52191 -0.1482
H -0.90943 -3.13770 -0.48951 0.0864
H 4.59135 -1.71650 -1.68447 0.1148
C 4.75638 2.11103 -0.61914 -0.1596
H -6.69865 -1.19115 -0.01243 0.1026
C 2.44464 1.43411 -0.26455 -0.1885
H 1.33397 1.77366 -2.10566 0.1317
C 0.94621 -0.94813 2.70932 -0.0572
C 1.55694 0.94120 -1.43410 -0.0062
H -3.07073 -1.35729 -1.64466 0.0697
C -7.37917 1.58876 0.85338 -0.0463
H -0.49998 -4.69985 0.28749 0.0912
O 0.36780 -3.00399 1.12810 -0.1126
N 3.82511 1.02347 -0.48703 -0.1189
O 2.11857 -0.85942 1.93074 -0.0973
H 2.10902 0.18182 -1.98650 0.1217
H -1.55667 -3.54599 1.12826 0.0928
C 0.23652 0.33367 -0.98811 -0.4802
C 1.47805 -2.69017 0.38638 -0.2033
N -5.05421 1.63119 0.06254 0.1150
C 2.22067 2.91590 -0.00020 -0.4223
C -0.69997 -3.63724 0.46010 -0.0796
H 1.18237 -4.19465 -1.10072 0.1085
H -2.56286 0.82714 -1.76371 0.1259
H -2.01872 1.24314 1.21929 0.1292
N -0.47312 1.13087 -0.16469 0.0781
C -6.16136 0.94658 0.29024 -0.3648
```

Values from the calculation:
* structure (SMILES): COc1cccc(CN2CCNC(=O)[C@H]2CC(=O)NCCn2nc(C)cc2C)c1OC
* lowest unoccupied orbital energy: 0.638 eV
* HOMO: -8.059 eV
* gap between HOMO and LUMO: 8.6977 eV

Most stable to least stable, the ends of the list are entry P and entry Q.

Entry P
Density functional theory data (ωB97M-V/def2-TZVPD) for a 2-piece molecular cluster, C6H8N4O2 overall.

XYZ file:
```
20
Properties=species:S:1:pos:R:3:lowdin_charge:R:1
N -3.14735 -1.18198 -0.99555 -0.0284
C 3.25146 2.26218 2.19509 -0.0347
H -0.15985 -2.84487 -2.17836 0.1239
N -2.23299 -0.37568 -1.72268 0.0244
C 1.19724 1.51638 0.98990 -0.2024
H 0.75784 1.24709 1.95870 0.1360
N -0.98095 -2.35968 -1.85871 -0.0169
H 0.95351 2.56990 0.81447 0.1351
H 4.08531 3.57251 3.84737 0.0362
O 3.40308 0.72373 0.43218 0.1310
H -3.97573 -0.70598 -0.67498 0.1193
C -1.20815 -1.03800 -2.10092 -0.2329
H -0.44970 -0.50928 -2.66806 0.1238
C -2.91776 -2.50368 -0.75297 -0.2298
C 3.68680 2.95776 3.07400 0.1506
N -1.89348 -3.16531 -1.13225 0.0330
H -0.17463 0.75688 -0.10815 0.0651
H -3.67117 -3.01987 -0.19307 0.1112
C 2.70351 1.41890 1.12575 -0.4044
O 0.77299 0.67902 -0.05174 -0.0400
```

Values from the calculation:
* structure (SMILES): C#CC(=O)CO.C1=NNC=NN1
* lowest unoccupied orbital energy: 0.408 eV
* HOMO: -7.327 eV
* gap between HOMO and LUMO: 7.7351 eV

Entry Q
Density functional theory data (ωB97M-V/def2-TZVPD) for a 2-piece molecular cluster, C6H8N4O2 overall.

XYZ file:
```
20
Properties=species:S:1:pos:R:3:lowdin_charge:R:1
N 1.28997 -4.04922 0.43832 0.1568
H -1.75935 -3.20492 -0.54567 0.1172
H -2.72222 -1.85514 -1.33004 0.0477
H -1.01759 3.23067 0.78709 0.0862
C 0.71773 2.31048 -0.98191 -0.0008
C 0.28601 1.95312 0.43749 -0.5996
N 2.32984 0.73249 1.46663 0.1881
H -1.14877 -2.22506 -1.99218 0.0981
H 1.14555 1.41644 -1.39315 0.0811
H 1.39113 3.13079 -0.90970 0.0831
O -0.13483 3.11964 1.12308 0.0117
N -1.00314 0.06751 -0.04162 -0.0126
H 1.38434 -1.44800 1.86167 0.1071
C 1.42724 1.32098 1.10457 -0.1169
C 1.10035 -3.07939 0.97043 -0.4279
O 0.69481 -1.95743 1.40908 0.0902
H -0.15490 2.61906 -1.56639 0.0965
C -1.16969 -1.06927 -0.24558 -0.0242
N -0.89337 1.13982 0.46594 0.0652
C -1.76310 -2.15255 -1.05805 -0.0472
```

Values from the calculation:
* lowest unoccupied orbital energy: 0.427 eV
* HOMO: -8.779 eV
* gap between HOMO and LUMO: 9.2065 eV

Most stable to least stable, the ends of the list are entry P and entry Q.